Record 1
{"formula": "C21H56FN5O6PS", "method": "ωB97M-V with the def2-TZVPD basis set", "homo_ev": -10.4, "e_lumo_ev": -3.136, "multiplicity": 1, "charge": 1, "e_tot_ev": -65253.5432, "elements": ["C", "C", "F", "N", "C", "C", "C", "O", "O", "P", "S", "H", "H", "H", "H", "H", "H", "H", "H", "H", "H", "H", "H", "C", "C", "C", "O", "C", "N", "H", "H", "H", "H", "H", "H", "H", "H", "H", "H", "H", "C", "C", "C", "O", "C", "N", "H", "H", "H", "H", "H", "H", "H", "H", "H", "H", "H", "C", "C", "C", "O", "C", "N", "H", "H", "H", "H", "H", "H", "H", "H", "H", "H", "H", "C", "C", "C", "O", "C", "N", "H", "H", "H", "H", "H", "H", "H", "H", "H", "H", "H"], "positions_angstrom": [[4.56, 1.94, 0.58], [4.41, 3.18, -0.27], [5.47, 4.04, -0.06], [3.15, 3.96, 0.12], [1.97, 3.40, -0.60], [0.62, 3.72, 0.06], [-0.44, 3.58, -1.02], [-1.17, 4.46, -1.35], [-0.46, 2.33, -1.57], [3.35, 5.75, -0.30], [3.59, 6.06, -2.16], [4.65, 2.19, 1.64], [3.73, 1.25, 0.41], [5.48, 1.44, 0.25], [4.32, 2.96, -1.34], [3.02, 3.84, 1.13], [2.08, 2.32, -0.69], [2.00, 3.82, -1.61], [0.40, 2.98, 0.85], [0.56, 4.73, 0.47], [0.12, 2.34, -2.35], [2.18, 6.23, 0.30], [4.39, 6.08, 0.56], [2.97, -0.71, -4.85], [3.15, 0.80, -4.81], [4.61, 1.26, -4.72], [5.19, 1.10, -3.44], [5.74, -0.18, -3.17], [2.38, 1.35, -3.70], [3.12, -1.17, -3.87], [1.95, -0.96, -5.16], [3.66, -1.18, -5.56], [2.75, 1.21, -5.74], [4.64, 2.34, -4.92], [5.23, 0.77, -5.48], [6.18, -0.61, -4.07], [4.99, -0.87, -2.78], [6.52, -0.05, -2.43], [2.43, 2.37, -3.76], [2.88, 1.10, -2.85], [-2.75, 1.61, 4.78], [-1.26, 1.92, 4.77], [-0.80, 2.67, 3.51], [-0.71, 1.87, 2.34], [-1.93, 1.68, 1.64], [-0.52, 0.68, 5.00], [-3.01, 0.77, 4.13], [-3.07, 1.34, 5.78], [-3.34, 2.48, 4.46], [-1.05, 2.59, 5.61], [0.22, 3.04, 3.69], [-1.44, 3.54, 3.32], [-2.55, 2.58, 1.69], [-2.51, 0.84, 2.03], [-1.68, 1.47, 0.60], [0.47, 0.88, 5.12], [-0.58, 0.10, 4.17], [-0.64, -6.25, -3.92], [-1.19, -4.83, -3.89], [-0.46, -3.85, -4.81], [0.81, -3.42, -4.34], [1.88, -4.31, -4.60], [-1.24, -4.36, -2.50], [0.29, -6.33, -3.35], [-1.35, -6.93, -3.47], [-0.44, -6.58, -4.94], [-2.22, -4.87, -4.25], [-1.06, -2.94, -4.89], [-0.36, -4.26, -5.82], [1.75, -4.82, -5.56], [1.99, -5.05, -3.81], [2.79, -3.71, -4.65], [-1.73, -3.47, -2.46], [-0.29, -4.16, -2.20], [-6.92, -3.46, 5.27], [-6.28, -2.73, 4.09], [-4.82, -2.33, 4.32], [-4.64, -1.21, 5.17], [-4.66, -1.49, 6.55], [-7.13, -1.61, 3.71], [-7.18, -2.77, 6.06], [-7.83, -3.96, 4.95], [-6.24, -4.21, 5.68], [-6.27, -3.43, 3.24], [-4.40, -2.03, 3.35], [-4.23, -3.18, 4.69], [-4.22, -2.47, 6.77], [-5.68, -1.46, 6.96], [-4.07, -0.72, 7.05], [-6.79, -1.19, 2.84], [-7.03, -0.88, 4.41]]}


Record 2
{"formula": "C21H56N5O13Zn", "method": "ωB97M-V with the def2-TZVPD basis set", "homo_ev": -9.6, "e_lumo_ev": -4.957, "multiplicity": 1, "charge": 1, "de_lowest_kj_mol": 1145.2, "e_tot_ev": -105154.2469, "elements": ["C", "N", "C", "C", "C", "C", "O", "H", "H", "H", "H", "H", "H", "H", "H", "H", "H", "H", "H", "H", "H", "Zn", "O", "C", "C", "O", "H", "H", "H", "H", "C", "C", "O", "O", "H", "H", "H", "H", "H", "H", "C", "C", "O", "O", "H", "H", "H", "H", "H", "H", "C", "C", "O", "O", "H", "H", "H", "H", "H", "H", "O", "C", "N", "C", "H", "H", "H", "H", "H", "O", "C", "N", "C", "H", "H", "H", "H", "H", "O", "C", "N", "C", "H", "H", "H", "H", "H", "O", "C", "N", "C", "H", "H", "H", "H", "H"], "positions_angstrom": [[-6.87, 6.09, -3.84], [-6.98, 5.35, -5.14], [-8.50, 4.96, -5.33], [-6.69, 6.31, -6.36], [-5.95, 4.16, -5.23], [-4.48, 4.34, -4.64], [-3.81, 5.48, -5.13], [-7.66, 6.83, -3.77], [-5.90, 6.58, -3.86], [-6.93, 5.51, -2.92], [-8.79, 4.18, -4.63], [-8.58, 4.52, -6.33], [-9.08, 5.87, -5.15], [-7.48, 7.04, -6.55], [-6.53, 5.66, -7.21], [-5.73, 6.77, -6.16], [-5.95, 3.81, -6.26], [-6.46, 3.32, -4.75], [-3.77, 3.56, -4.93], [-4.49, 4.36, -3.55], [-2.87, 5.49, -4.96], [2.65, 2.14, -2.73], [3.53, -0.47, -0.61], [2.52, -1.24, 0.05], [1.06, -0.55, 0.32], [0.66, 0.61, -0.41], [2.90, -1.59, 1.01], [2.35, -2.07, -0.64], [1.15, -0.26, 1.36], [0.28, -1.31, 0.26], [9.45, -3.08, -0.65], [8.59, -4.17, -1.30], [7.74, -3.59, -2.26], [8.60, -2.38, 0.28], [9.84, -2.28, -1.29], [10.32, -3.50, -0.15], [8.01, -4.73, -0.57], [9.25, -4.89, -1.78], [7.20, -2.90, -1.88], [7.80, -2.14, -0.19], [-3.86, -6.06, 1.48], [-4.44, -6.65, 0.15], [-5.81, -6.28, -0.03], [-4.26, -6.89, 2.58], [-4.04, -5.00, 1.66], [-2.78, -5.97, 1.42], [-4.46, -7.74, 0.18], [-3.89, -6.30, -0.72], [-6.00, -6.37, -0.97], [-5.20, -6.99, 2.39], [-4.07, 1.88, 2.97], [-3.87, 3.39, 2.91], [-2.52, 3.73, 2.73], [-4.22, 1.29, 1.67], [-5.02, 1.80, 3.49], [-3.42, 1.26, 3.59], [-4.22, 3.90, 3.81], [-4.45, 3.90, 2.14], [-2.25, 3.36, 1.89], [-3.37, 1.39, 1.22], [0.71, -0.74, -5.53], [0.49, -1.89, -6.01], [1.46, -2.76, -6.25], [-0.99, -2.39, -6.20], [2.41, -2.61, -5.95], [1.19, -3.71, -6.45], [-1.39, -1.90, -7.09], [-1.51, -2.23, -5.26], [-1.07, -3.48, -6.27], [2.53, -5.73, 6.01], [1.34, -5.78, 6.09], [0.70, -6.92, 5.99], [0.57, -4.46, 6.31], [1.22, -7.78, 5.86], [-0.30, -7.00, 5.97], [-0.51, -4.59, 6.38], [0.74, -3.77, 5.48], [1.02, -3.93, 7.15], [3.87, 4.77, 1.00], [4.23, 5.00, 2.16], [4.80, 4.04, 2.90], [3.96, 6.30, 2.85], [4.91, 3.10, 2.56], [5.11, 4.28, 3.83], [3.10, 6.19, 3.52], [3.60, 7.06, 2.16], [4.73, 6.67, 3.53], [7.90, -0.59, 8.15], [7.52, -0.84, 6.97], [8.40, -1.13, 6.07], [6.09, -1.03, 6.56], [9.35, -1.22, 6.40], [8.10, -1.13, 5.10], [5.70, -0.02, 6.38], [5.65, -1.68, 7.31], [6.10, -1.55, 5.60]]}


Record 3
{"formula": "C21H56O7", "method": "ωB97M-V with the def2-TZVPD basis set", "smiles": "CC(C)O.CC(C)O.CC(C)O.CC(C)O.CC(C)O.CC(C)O.CC(C)O", "homo_ev": -9.6, "e_lumo_ev": 0.490, "multiplicity": 1, "charge": 0, "de_lowest_kj_mol": 0.0, "e_tot_ev": -37018.3466, "elements": ["C", "C", "C", "O", "H", "H", "H", "H", "H", "H", "H", "H", "C", "C", "C", "O", "H", "H", "H", "H", "H", "H", "H", "H", "C", "C", "C", "O", "H", "H", "H", "H", "H", "H", "H", "H", "C", "C", "C", "O", "H", "H", "H", "H", "H", "H", "H", "H", "C", "C", "C", "O", "H", "H", "H", "H", "H", "H", "H", "H", "C", "C", "C", "O", "H", "H", "H", "H", "H", "H", "H", "H", "C", "C", "C", "O", "H", "H", "H", "H", "H", "H", "H", "H"], "positions_angstrom": [[3.14, 1.95, 2.20], [3.73, 2.08, 0.81], [5.11, 1.47, 0.77], [2.85, 1.35, -0.07], [3.62, 2.64, 2.89], [3.29, 0.94, 2.57], [2.08, 2.20, 2.19], [3.76, 3.14, 0.53], [5.77, 2.07, 1.41], [5.55, 1.51, -0.23], [5.10, 0.44, 1.11], [2.86, 1.78, -0.94], [-5.38, -0.20, -1.70], [-3.87, -0.25, -1.61], [-3.39, -1.62, -1.14], [-3.36, 0.02, -2.92], [-5.78, -1.09, -2.19], [-5.74, 0.70, -2.20], [-5.81, -0.20, -0.69], [-3.52, 0.53, -0.92], [-3.89, -1.88, -0.20], [-2.32, -1.67, -0.99], [-3.74, -2.36, -1.86], [-2.43, 0.27, -2.82], [-3.94, -0.20, 3.76], [-4.54, -1.59, 3.73], [-3.51, -2.67, 3.92], [-5.50, -1.73, 4.79], [-3.33, -0.06, 4.65], [-4.74, 0.54, 3.80], [-3.35, 0.01, 2.86], [-5.05, -1.74, 2.77], [-4.00, -3.65, 3.89], [-3.03, -2.61, 4.90], [-2.79, -2.64, 3.11], [-6.21, -1.10, 4.66], [0.90, -1.78, -3.27], [0.14, -0.55, -3.76], [-0.93, -0.94, -4.74], [-0.48, 0.12, -2.65], [1.17, -2.43, -4.11], [0.27, -2.34, -2.58], [1.81, -1.52, -2.73], [0.85, 0.14, -4.23], [-1.62, -1.66, -4.29], [-0.53, -1.34, -5.67], [-1.54, -0.07, -5.02], [0.00, -0.17, -1.85], [2.95, -2.71, 3.31], [3.03, -3.20, 1.89], [3.61, -2.13, 0.97], [3.82, -4.38, 1.88], [2.49, -3.46, 3.95], [2.38, -1.79, 3.40], [3.95, -2.54, 3.73], [2.01, -3.43, 1.57], [3.48, -2.36, -0.10], [4.69, -2.07, 1.13], [3.14, -1.17, 1.13], [4.00, -4.62, 0.97], [-0.69, 1.17, 0.88], [0.12, -0.11, 1.06], [-0.71, -1.25, 1.61], [0.71, -0.51, -0.18], [-0.03, 1.95, 0.49], [-1.01, 1.54, 1.86], [-1.53, 1.01, 0.22], [0.92, 0.10, 1.79], [-0.12, -2.17, 1.65], [-1.62, -1.42, 1.04], [-0.98, -1.04, 2.65], [1.51, 0.03, -0.30], [1.76, 5.33, -2.12], [1.30, 3.89, -2.27], [0.53, 3.69, -3.55], [2.47, 3.01, -2.23], [0.90, 5.99, -2.04], [2.31, 5.65, -3.01], [2.36, 5.47, -1.22], [0.71, 3.60, -1.40], [1.19, 3.83, -4.41], [-0.27, 4.44, -3.60], [0.02, 2.73, -3.61], [2.89, 3.05, -3.10]]}